1.
ORCA calculation (the ωB97M-V functional and the def2-TZVPD basis) on a structure of composition C32H40GeN3PRuS2 at a distorted geometry.

Output
**Relative energy (zero: lowest compared OMol25 entry of this formula, charge and spin)**: 0.0000 eV
**2S+1**: 1

Geometry as XYZ:
```
80
Properties=species:S:1:pos:R:3:mulliken_charge:R:1
Ru -0.24741 -0.23564 -0.22809 -0.66
C 1.76359 0.75838 -2.14603 -0.87
N 1.56216 -0.43371 -1.29428 1.13
C 1.49741 -1.65342 -2.14784 -1.13
C 2.65977 -0.49524 -0.30595 0.64
C 3.93595 -0.85541 -0.69354 -0.25
C 4.99314 -0.76359 0.20115 -1.06
C 4.74629 -0.25197 1.46791 -0.82
C 3.47237 0.12309 1.86277 -1.06
C 2.38128 -0.01878 0.98978 0.08
N 1.06163 0.27239 1.21972 0.63
C 0.49357 0.90521 2.30495 0.15
C 0.93322 0.87706 3.63436 -1.05
C 0.31470 1.66074 4.59728 -0.76
C -0.75954 2.47601 4.27247 -0.94
C -1.28318 2.41751 2.98619 -0.30
C -0.69863 1.60222 2.03684 0.09
N -1.33240 1.38348 0.72269 1.52
C -1.32977 2.59146 -0.12479 -0.69
C -2.74158 0.92758 0.91962 -1.16
H 2.68614 0.62953 -2.71751 0.34
H 1.86005 1.63492 -1.50526 0.33
H 0.92158 0.87737 -2.82039 0.02
H 2.43421 -1.79838 -2.69292 0.36
H 0.68624 -1.52160 -2.86014 0.21
H 1.29748 -2.51935 -1.52578 0.34
H 4.11711 -1.19958 -1.70417 0.32
H 5.98862 -1.06498 -0.09418 0.41
H 5.56216 -0.13963 2.17172 0.40
H 3.33513 0.55548 2.84139 0.43
H 1.74137 0.21892 3.91729 0.55
H 0.67588 1.62370 5.61794 0.39
H -1.21510 3.11457 5.01716 0.39
H -2.16860 2.99062 2.73809 0.38
H -1.96734 3.36100 0.31797 0.33
H -1.70106 2.34042 -1.11864 -0.11
H -0.31231 2.97098 -0.20774 0.25
H -3.29984 1.65668 1.51154 0.45
H -2.74827 -0.03059 1.42981 0.27
H -3.20521 0.81814 -0.05650 0.26
S -1.16560 1.82006 -3.90653 -0.45
P -2.39046 0.37087 -3.40114 0.46
S -1.95899 -0.84449 -1.82204 -0.16
C -2.72920 -0.75073 -4.80241 0.54
C -2.52053 -0.30608 -6.10365 -0.41
C -2.79202 -1.14106 -7.17936 -0.66
C -3.27357 -2.42348 -6.96153 -0.43
C -3.49265 -2.86911 -5.66445 -0.65
C -3.22321 -2.03592 -4.58950 -0.33
C -4.05137 1.06580 -3.05515 0.57
C -4.46385 2.21951 -3.71801 -0.69
C -5.73890 2.72656 -3.51446 -0.57
C -6.61455 2.08716 -2.64719 -0.47
C -6.21141 0.93677 -1.98457 -0.60
C -4.93657 0.42729 -2.19075 -0.31
H -2.12782 0.69001 -6.26530 0.36
H -2.62004 -0.78908 -8.18901 0.39
H -3.47564 -3.07731 -7.80071 0.38
H -3.87044 -3.86895 -5.48919 0.42
H -3.38689 -2.38693 -3.57789 0.31
H -3.77122 2.72435 -4.38003 0.37
H -6.04827 3.62549 -4.03313 0.41
H -7.60994 2.48329 -2.49035 0.38
H -6.89015 0.43255 -1.30747 0.43
H -4.61997 -0.47272 -1.67741 0.39
C -1.85155 -3.94930 2.35940 -1.31
Ge -1.48675 -3.44523 0.50682 0.88
C -3.21477 -3.47878 -0.40252 -1.12
C -0.33351 -4.76554 -0.34610 -1.35
C -0.42222 -1.78898 0.63098 -0.40
H -2.28070 -4.95312 2.37583 0.39
H -2.57434 -3.25821 2.79718 0.37
H -0.95340 -3.94242 2.97876 0.38
H -3.80999 -4.27386 0.05310 0.51
H -3.08288 -3.69288 -1.46306 0.24
H -3.75324 -2.53612 -0.31259 0.23
H -0.80652 -5.74638 -0.27041 0.41
H 0.65423 -4.81471 0.11469 0.38
H -0.21291 -4.51755 -1.40231 0.37
H 0.37560 -1.93182 1.38438 0.54
```

***

2.
ORCA calculation (the ωB97M-V functional and the def2-TZVPD basis) on a structure of composition C27H31LuNOP2 at a distorted geometry.

Output
**Relative energy (zero: lowest compared OMol25 entry of this formula, charge and spin)**: 0.0000 eV
**2S+1**: 1
**Total charge**: +1

Geometry as XYZ:
```
63
Properties=species:S:1:pos:R:3:mulliken_charge:R:1
C 3.98772 0.02122 -3.04962 -0.75
C 2.83879 0.63807 -2.56446 0.28
C 1.58255 0.05539 -2.83519 -0.01
C 1.51876 -1.16709 -3.49902 0.23
C 2.67741 -1.81633 -3.93994 -0.78
C 3.91503 -1.19961 -3.72160 -0.82
C 0.15509 -1.84334 -3.64922 0.34
C -0.92931 -0.77312 -3.82489 0.16
C -0.76193 0.45589 -3.19372 0.13
C -1.78146 1.43017 -3.27665 0.22
C -2.92999 1.14302 -4.00404 -0.74
C -3.10340 -0.10180 -4.61121 -0.86
C -2.10624 -1.07688 -4.52387 -0.79
H 4.96084 0.49208 -2.89289 0.41
H 2.58932 -2.78367 -4.45874 0.45
H 4.82412 -1.68853 -4.08071 0.40
H 0.15719 -2.50217 -4.53336 1.06
H -3.71436 1.89627 -4.09417 0.43
H -4.01504 -0.32815 -5.15731 0.40
H -2.21034 -2.06993 -4.98162 0.46
N 0.37987 0.63138 -2.37410 0.06
Lu 0.01452 0.55321 -0.35711 0.96
C 2.93118 1.86199 -1.67382 -1.07
H 2.26849 2.67978 -2.01335 0.30
H 3.95912 2.25983 -1.62481 0.58
C -1.65122 2.73123 -2.50380 -1.12
H -0.68635 3.23344 -2.67757 0.35
H -2.45213 3.44142 -2.75774 0.58
P 2.46477 1.46468 0.08444 0.80
P -1.78176 2.47603 -0.67092 0.81
C -3.52864 1.96263 -0.50769 -1.27
H -3.71868 1.66083 0.53190 0.39
H -4.18126 2.80540 -0.77294 0.41
H -3.74209 1.10790 -1.16222 0.35
C -1.76921 4.14857 0.02469 -1.26
H -2.63371 4.70866 -0.35913 0.43
H -1.82417 4.07685 1.11998 0.39
H -0.83266 4.65105 -0.25263 0.37
C 3.77245 0.27445 0.53905 -1.25
H 4.74865 0.78164 0.56128 0.40
H 3.54523 -0.13589 1.53295 0.35
H 3.80917 -0.55646 -0.17837 0.37
C 2.88923 2.95696 1.02145 -1.21
H 2.79287 2.73337 2.09208 0.41
H 3.91894 3.25995 0.78898 0.45
H 2.19140 3.76512 0.76442 0.32
C -0.11973 -2.64340 -2.46891 -0.30
O -0.23898 -2.22158 -1.30474 -0.50
H -0.18859 -3.69613 -2.86795 0.32
C -0.51929 0.84566 1.99241 -1.93
C -0.61607 -0.39410 2.76704 0.97
C -1.83811 -1.11200 2.83070 -0.44
C -1.99086 -2.16854 3.72578 -0.58
C -0.91849 -2.58145 4.52971 -0.44
C 0.32435 -1.94376 4.40132 -0.60
C 0.48799 -0.88159 3.51338 -0.28
H -1.46169 1.39178 1.92543 0.50
H 0.32032 1.48828 2.27996 0.51
H -2.66566 -0.79882 2.18344 0.24
H -2.95652 -2.67233 3.80895 0.36
H -1.05170 -3.38172 5.25317 0.38
H 1.16833 -2.27332 5.01067 0.37
H 1.45760 -0.38717 3.39997 0.29
```

***

Number 1: orbital gap 7.3 eV, LUMO energy 0.0142 Eh, E_HOMO -6.95 eV. Number 2: orbital gap 6.1 eV, LUMO energy -0.1139 Eh, E_HOMO -9.18 eV.